# 1
16
Properties=species:S:1:pos:R:3:forces:R:3:nbo_charge:R:1 method="wB97M-V/def2-TZVPD" multiplicity=1 smiles=CCCSS.O lumo_ev=0.425 homo_ev=-8.7772 de_lowest_kj_mol=31.3
S -2.682496 1.317098 1.966218 0.8 -1.0 -0.4 -0.1389
S -2.055696 -0.699281 1.947628 -0.5 0.3 2.2 0.1206
C 0.697743 -0.988411 0.029109 0.2 -0.4 0.2 -0.6157
C -1.847036 -1.038291 0.255019 0.0 0.8 -1.7 -0.5884
C -0.608367 -0.307521 -0.340761 -0.2 -0.3 -0.7 -0.4037
H -1.450566 1.664098 1.536739 -0.4 0.5 0.2 0.1236
H 0.661103 -2.033711 -0.321041 0.2 0.3 0.2 0.2008
H 0.844273 -0.988521 1.122329 0.0 -0.1 -0.4 0.2096
H 1.561693 -0.489791 -0.441601 -0.3 -0.2 0.2 0.2186
H -2.802906 -0.714641 -0.199971 0.6 -0.2 -0.3 0.2327
H -1.763296 -2.133681 0.118759 0.0 0.5 0.2 0.2372
H -0.524077 0.757058 -0.049191 -0.5 -0.5 -0.2 0.1950
H -0.696416 -0.348511 -1.443490 -0.1 0.2 0.4 0.2079
O 3.503002 1.658908 -1.595510 0.1 1.0 0.6 -0.9409
H 3.052972 1.943948 -0.768181 0.5 -0.3 -0.9 0.4695
H 4.110072 2.401257 -1.816060 -0.7 -0.8 0.3 0.4722

=====

# 2
19
Properties=species:S:1:pos:R:3:forces:R:3:mulliken_spin:R:1 method="wB97M-V/def2-TZVPD" multiplicity=2 lumo_ev="0.815 / 0.557" s_squared=0.75 homo_ev="-3.2055 / -10.5903" de_lowest_kj_mol=198.8
C -1.614817 0.179143 -0.224802 -2.6 1.8 -0.6 0.0066
N -1.695786 -0.653944 -1.466317 -0.1 0.2 1.5 0.1124
C -0.237282 0.549731 0.230406 0.0 -0.6 -0.1 0.5574
N 0.518618 1.119864 -0.959149 -0.5 -1.5 -0.3 1.6131
C 1.958687 -0.384325 1.205899 -0.3 -1.4 0.3 0.3015
C 0.469459 -0.656904 0.796351 2.0 0.2 1.2 0.2311
H -2.244574 -0.214329 0.576516 0.6 -0.7 0.5 0.0023
H -2.228586 1.116886 -0.363991 0.9 -0.5 -0.5 -0.1969
H -1.633892 -1.592293 -1.074262 0.2 -0.2 -0.7 -0.0554
H -2.660134 -0.582117 -1.797296 0.3 0.0 -0.1 -0.0079
H -0.299040 1.361829 0.996438 0.2 -0.7 -0.6 0.2791
H 1.276881 0.464408 -1.282191 -0.3 0.2 0.1 -0.2747
H -0.168331 1.167356 -1.759638 0.7 0.6 0.3 -0.3903
H 1.021658 1.997647 -0.712812 0.0 0.9 -0.2 -0.7907
H 2.619831 -0.806781 0.417376 -0.2 1.0 0.3 -0.1434
H 2.109745 -1.096204 2.026921 0.3 0.4 0.2 0.0032
H 2.216671 0.624583 1.528863 0.0 -0.1 -0.2 -0.1488
H 0.682755 -1.541598 0.212730 -1.1 0.0 -1.1 0.0247
H -0.091863 -1.052951 1.648956 -0.1 0.4 0.1 -0.1233

=====

# 3
13
Properties=species:S:1:pos:R:3:forces:R:3:nbo_charge:R:1 method="wB97M-V/def2-TZVPD" multiplicity=1 smiles="COCC(N)=O" lumo_ev=0.854 homo_ev=-9.6123 de_lowest_kj_mol=98.8
C 1.582695 0.884634 -0.270862 0.1 0.1 -0.2 -0.2534
O 0.881430 0.298151 0.806252 -0.1 0.0 0.0 -0.5387
C 0.209368 -0.898293 0.495751 0.0 -0.2 0.0 -0.1709
C -1.175952 -0.765467 -0.121539 -0.1 -0.1 -0.1 0.6378
O -1.633641 -1.712752 -0.738501 0.0 0.3 0.2 -0.6193
N -1.832333 0.408677 0.041960 -0.1 0.0 -0.1 -0.8251
H 0.909510 1.219553 -1.074706 0.1 -0.1 0.1 0.1701
H 2.318112 0.185454 -0.695010 -0.2 0.1 0.1 0.1722
H 2.120342 1.751135 0.128326 -0.2 -0.2 -0.1 0.1959
H 0.130189 -1.457979 1.433932 -0.1 0.0 -0.2 0.2161
H 0.709067 -1.550202 -0.233435 0.4 0.3 0.2 0.2020
H -2.738154 0.485239 -0.397255 0.1 0.1 0.2 0.4058
H -1.480635 1.151845 0.625081 0.1 -0.2 -0.1 0.4076

=====

# 4
27
Properties=species:S:1:pos:R:3:forces:R:3:nbo_charge:R:1 method="wB97M-V/def2-TZVPD" multiplicity=1 lumo_ev="0.210 / -0.364" homo_ev="-8.1469 / -6.5083" de_lowest_kj_mol=94.7
C 4.133545 0.159282 -0.793768 0.8 -2.5 -0.5 -0.4300
C 3.455849 -2.066156 0.214920 3.1 1.0 -2.5 -0.4321
C -2.311332 1.556275 -1.474975 -4.1 -2.4 -0.1 -1.0454
C -4.318173 -0.128021 0.273825 0.6 0.0 2.6 -1.1054
C -1.699123 1.138702 1.589574 -1.2 -1.8 2.4 -1.1079
C -1.483544 -1.150663 -0.398097 0.0 -2.4 0.6 -0.6665
N 3.676479 -0.618446 0.356676 -0.1 1.3 1.1 -0.7324
Si -2.523139 0.301966 0.056000 1.1 2.4 -0.7 1.5484
P 2.439245 -0.014202 1.342974 0.0 -0.9 1.1 0.6748
Cl 0.202372 -0.904166 -0.521881 -0.2 0.2 -0.4 0.0242
Cl 2.511069 1.955621 1.000607 0.0 1.1 -0.1 -0.3117
H 5.094380 -0.380354 -1.014982 -0.9 0.5 -0.8 0.2021
H 3.321151 0.030838 -1.545381 1.0 0.5 -0.3 0.1883
H 4.453009 1.184171 -0.635477 -0.6 0.0 0.4 0.2307
H 2.716172 -2.178026 -0.532346 -1.8 -0.8 -0.1 0.1951
H 4.322360 -2.542530 -0.391122 -0.7 0.7 1.7 0.2039
H 3.353808 -2.435269 1.208616 -0.5 -0.9 0.3 0.2264
H -1.335843 1.722770 -1.691418 3.1 0.7 -0.4 0.2230
H -2.770184 1.149195 -2.454250 0.6 0.2 1.5 0.2245
H -2.871837 2.469724 -1.341320 0.1 0.5 0.4 0.2264
H -4.958421 0.744552 0.226033 -0.1 0.1 0.1 0.2487
H -4.505754 -0.751733 -0.531438 -0.8 -1.3 -1.7 0.2366
H -4.523905 -0.726645 1.219748 0.2 0.9 -1.1 0.2441
H -1.551085 0.257926 2.411557 -0.1 1.9 -1.9 0.2318
H -0.752767 1.681054 1.500992 -0.2 -0.3 -0.3 0.2506
H -2.433046 1.810108 2.133489 0.7 -0.5 -0.8 0.2381
H -1.641273 -2.265963 -0.208560 -0.2 1.7 -0.3 0.2135

=====

# 5
47
Properties=species:S:1:pos:R:3:forces:R:3:mulliken_spin:R:1 method="wB97M-V/def2-TZVPD" multiplicity=2 lumo_ev="2.047 / 0.222" s_squared=0.76 homo_ev="-5.4384 / -5.4652" de_lowest_kj_mol=0.0 total_charge=-1
Pb 0.188219 0.167160 0.403916 0.0 0.0 0.2 -0.0119
Se 1.651083 -0.098160 3.620840 0.0 0.0 -0.1 0.6224
Se 3.806413 0.286130 3.248407 0.0 0.0 0.0 0.3366
Se 4.060752 0.720170 0.943381 0.0 0.0 0.0 0.0248
Se 2.747231 -0.916539 -0.018840 0.0 0.0 0.0 0.0210
C 1.430321 2.274520 -3.528354 0.0 0.0 0.0 0.0003
C 0.509941 2.045139 -2.343635 0.0 0.0 0.0 -0.0005
C -0.932306 2.411578 -2.657356 0.0 0.0 0.0 0.0002
O 0.486947 0.636313 -2.024126 -0.1 0.0 -0.1 -0.0005
C 0.970295 2.884600 -1.124295 0.0 -0.1 0.0 0.0036
O 1.269247 4.049885 -1.329812 0.0 0.1 0.0 -0.0005
O 0.956470 2.288065 0.011087 0.0 0.0 0.1 0.0090
H 1.071117 1.717915 -4.396175 0.0 0.0 0.0 -0.0001
H 2.446886 1.948832 -3.292474 0.0 0.0 0.0 0.0000
H 1.466468 3.336424 -3.757610 0.0 0.0 0.0 0.0000
H -1.281870 1.852827 -3.526882 0.0 0.0 0.0 0.0000
H -1.000986 3.479903 -2.854976 0.0 0.0 0.0 0.0000
H -1.580659 2.173512 -1.811381 0.0 0.0 0.0 -0.0001
H 1.392824 0.292507 -2.039620 0.1 -0.1 0.0 -0.0001
F -2.638316 -0.528224 0.607488 0.1 0.0 -0.1 0.0004
Sb -4.374169 -1.307568 0.518595 -0.1 -0.1 0.0 0.0002
F -4.192317 -1.455940 -1.364530 0.0 0.1 0.0 0.0000
F -5.130422 0.406104 0.324798 0.0 0.0 0.0 0.0000
F -6.068211 -2.131714 0.414159 0.0 0.0 0.0 0.0000
F -4.502762 -1.203599 2.394323 0.0 0.0 0.1 0.0000
F -3.541108 -3.012614 0.669310 0.0 0.0 0.0 -0.0001
C -0.035783 -3.963926 0.997403 0.0 0.0 0.0 0.0077
N -0.739990 -4.095539 -0.267537 0.0 0.0 0.0 0.0003
C -1.714947 -5.169484 -0.391685 0.0 0.0 0.0 0.0006
C -2.141762 -5.303101 -1.839167 0.0 0.0 0.0 -0.0001
C -2.626182 -3.963368 -2.358888 0.0 -0.1 0.0 0.0000
N -1.618253 -2.942949 -2.112315 0.0 0.0 0.0 0.0000
C -1.661400 -1.712298 -2.887340 0.0 0.0 0.0 0.0000
C -0.779959 -2.986419 -1.056416 0.1 0.0 0.1 -0.0058
O -0.004730 -2.035409 -0.821991 0.0 0.0 -0.1 -0.0032
H -0.043197 -4.935389 1.489056 0.0 0.0 0.0 -0.0012
H -0.521254 -3.237928 1.656200 0.0 0.0 0.0 -0.0012
H 0.993501 -3.649742 0.838009 0.0 0.0 0.0 -0.0015
H -2.580912 -4.971983 0.242990 0.0 0.0 0.0 0.0000
H -1.237797 -6.091442 -0.051353 0.0 0.0 0.0 -0.0002
H -2.939794 -6.041840 -1.922193 0.0 0.0 0.0 0.0000
H -1.295030 -5.646130 -2.439811 0.0 0.0 0.0 0.0000
H -3.569204 -3.678361 -1.888945 0.0 0.0 0.0 0.0000
H -2.787644 -4.017074 -3.437306 0.0 0.0 0.0 0.0000
H -2.501257 -1.780129 -3.575472 0.0 0.0 0.0 0.0000
H -0.733618 -1.566392 -3.442256 0.0 0.0 0.0 0.0000
H -1.818905 -0.847560 -2.247569 0.0 0.0 0.0 -0.0001

=====

# 6
42
Properties=species:S:1:pos:R:3:forces:R:3:nbo_charge:R:1 method="wB97M-V/def2-TZVPD" multiplicity=1 smiles="NC(=O)[C@@H](N)CS.O.O.O.O.O.O.O.O.O" lumo_ev=0.016 homo_ev=-8.6712 de_lowest_kj_mol=137.4
N -0.636779 -0.325249 0.380345 -1.3 -0.6 0.6 -0.8357
C -1.330773 -1.158285 -0.571181 1.6 -0.9 0.1 -0.1495
C -2.827824 -1.219541 -0.278805 0.1 -0.7 0.1 -0.5118
S -3.239822 -2.504128 0.995761 0.1 0.1 -0.3 -0.0819
C -0.994473 -0.790591 -2.065830 -0.8 0.5 1.1 0.6683
N -0.172577 -1.612745 -2.734710 0.5 -0.9 -0.5 -0.8062
O -1.432411 0.248087 -2.544591 0.0 0.3 -0.1 -0.6924
H 0.350274 -0.192669 0.286105 -0.2 0.0 -0.2 0.3882
H -2.556990 -1.993228 2.055119 -0.2 0.1 -0.6 0.1724
H -1.142091 0.513788 0.600163 0.5 0.4 -0.1 0.3600
H -0.908333 -2.163588 -0.358885 -0.5 0.1 -0.6 0.1969
H -3.318371 -1.485307 -1.221054 -0.3 -0.2 0.4 0.2336
H -3.288775 -0.306555 0.082385 0.3 0.3 -0.2 0.2274
H 0.124747 -2.503892 -2.374094 -0.2 0.1 0.4 0.4013
H 0.075697 -1.496676 -3.711724 -0.3 0.6 0.3 0.4116
H 3.618523 -1.245242 -0.397991 0.3 -0.2 0.3 0.4978
H 3.163991 -2.657805 -0.241515 0.0 -0.1 -0.2 0.4829
O 3.376923 -2.018351 -0.932144 -0.2 -0.1 0.3 -0.9688
H 3.479230 -1.254842 2.136077 0.3 -0.2 0.0 0.4696
H 3.539486 0.142028 1.612093 0.5 -0.1 -0.1 0.4989
O 4.061452 -0.696124 1.600633 -0.8 0.2 0.0 -0.9877
H 0.147450 2.034916 -1.107186 0.1 -0.3 1.0 0.5063
H 1.191836 0.981935 -1.361216 0.4 -0.1 0.0 0.5001
O 0.867907 1.549971 -0.639422 0.3 0.6 -1.7 -1.0130
H -2.616008 2.995387 0.417251 0.1 0.0 0.0 0.4935
H -2.378941 1.675110 -0.282830 0.0 0.1 -0.1 0.4785
O -2.781815 2.052233 0.504066 -0.4 -0.4 0.5 -0.9650
H 2.482468 -0.946876 -2.081973 0.4 0.7 -0.4 0.5053
H 3.254845 0.399861 -2.039482 0.1 -0.2 -0.2 0.4664
O 2.583742 -0.075273 -2.541661 -0.7 -0.2 0.4 -0.9783
H 1.980863 1.519238 0.582823 -0.2 0.1 0.5 0.5118
H 2.374117 2.273364 1.865694 0.1 -0.1 0.1 0.4866
O 2.357825 1.390276 1.484845 0.0 0.2 -0.2 -1.0017
H 1.291519 -0.243243 2.834587 0.1 0.1 0.0 0.4658
H -0.149756 -0.449293 3.188244 0.3 -0.5 0.2 0.4939
O 0.742649 -0.794168 3.403894 -0.5 0.4 -0.3 -0.9643
H -2.942352 0.552268 3.542198 0.2 -0.3 0.2 0.4755
H -2.412520 0.577147 2.154742 0.1 0.0 -0.1 0.4871
O -2.312556 0.081601 2.979894 -0.3 0.5 0.0 -0.9578
H -1.759769 2.505600 -2.045297 0.6 0.3 -0.5 0.5193
H -0.587637 3.599235 -1.775170 -0.4 0.0 -0.7 0.4969
O -1.274988 3.041618 -1.400170 0.0 0.2 0.4 -0.9818

=====

# 7
10
Properties=species:S:1:pos:R:3:forces:R:3:nbo_charge:R:1 method="wB97M-V/def2-TZVPD" multiplicity=1 lumo_ev="-0.447 / -1.131" homo_ev="-8.4663 / -10.8867" de_lowest_kj_mol=374.7
C 2.166736 1.726959 0.446392 -0.2 -0.4 0.0 -0.1245
C 1.349935 0.917400 0.799984 -0.2 -0.1 0.0 -0.4666
C -0.336032 -1.244236 -0.073829 0.3 0.2 0.5 -0.9750
O 0.161842 -0.719317 2.639835 0.2 -0.6 1.2 -0.9773
P 0.004862 -0.097564 1.327834 -0.5 0.6 -1.7 1.5966
H 2.919892 2.377693 0.100472 0.3 0.3 -0.1 0.2378
H -0.556784 -0.673007 -0.965667 -0.1 0.2 -0.2 0.2480
H 0.550193 -1.856402 -0.247962 0.0 0.0 0.0 0.2490
H -1.175576 -1.891459 0.170373 0.0 0.1 0.1 0.2546
H -2.197759 1.973036 0.823139 0.3 -0.3 0.1 -0.0426

=====

# 8
10
Properties=species:S:1:pos:R:3:forces:R:3:nbo_charge:R:1 method="wB97M-V/def2-TZVPD" multiplicity=1 smiles=NCCF lumo_ev=1.201 homo_ev=-10.1407 de_lowest_kj_mol=209.8
C -0.596150 0.528258 0.392809 4.5 3.8 -0.5 -0.2481
C 0.756903 0.571053 -0.347514 -2.1 -4.1 2.9 0.0401
H -0.960670 -1.374507 -0.255138 -1.0 2.9 -0.4 0.3502
H -2.140134 -0.529902 0.435928 -0.4 0.1 -1.3 0.3543
H -0.147185 0.454377 1.590164 -2.2 0.2 -3.2 0.1900
H -0.765807 1.525860 -0.065952 -1.6 0.6 1.9 0.1900
H 1.278267 1.357401 0.043768 2.0 1.9 0.6 0.1611
H 0.734175 0.429535 -1.379353 -0.2 0.4 -1.8 0.1781
N -1.424994 -0.343908 -0.301833 -1.2 -5.4 2.3 -0.8086
F 1.223533 -0.672364 0.163515 2.1 -0.4 -0.5 -0.4071

=====

Which value of multiplicity does entry 2 give? 2